{
  "formula": "C22H36N7O11P3STi",
  "method": "ωB97M-V with the def2-TZVPD basis set",
  "elements": ["Ti", "O", "C", "C", "C", "C", "C", "C", "C", "O", "N", "N", "C", "C", "C", "C", "C", "C", "C", "O", "H", "H", "H", "H", "H", "H", "H", "H", "H", "H", "N", "C", "C", "P", "O", "O", "O", "P", "O", "O", "O", "H", "H", "H", "H", "H", "H", "H", "H", "S", "C", "N", "C", "C", "C", "N", "H", "H", "H", "H", "H", "H", "H", "H", "N", "C", "P", "O", "O", "C", "N", "H", "H", "H", "H", "H", "H", "H", "H", "H", "H"],
  "xyz": [[0.5340, 0.3409, -0.1519], [-0.7491, -3.1791, -2.5085], [0.5289, -3.5166, -2.7929], [0.7043, -4.5014, -3.7663], [1.9717, -4.9085, -4.1250], [3.0973, -4.3381, -3.5318], [2.9301, -3.3656, -2.5711], [1.6545, -2.9453, -2.1789], [1.5186, -1.9246, -1.1274], [0.3043, -1.4742, -0.8133], [2.5810, -1.5155, -0.4992], [2.1758, -0.5725, 0.4439], [2.8456, -0.3080, 1.5124], [2.1320, 0.0912, 2.6936], [2.8477, 0.3656, 3.8694], [2.2114, 0.4693, 5.0788], [0.8334, 0.2307, 5.1415], [0.1030, -0.0113, 4.0028], [0.7166, 0.0011, 2.7420], [-0.0441, -0.0781, 1.6583], [-0.7538, -2.4651, -1.8427], [-0.1785, -4.9333, -4.2188], [2.0891, -5.6839, -4.8715], [4.0902, -4.6576, -3.8161], [3.7832, -2.9017, -2.0965], [3.9029, -0.5622, 1.5646], [3.9228, 0.4861, 3.8011], [2.7681, 0.7128, 5.9722], [0.3288, 0.2485, 6.0995], [-0.9634, -0.2009, 4.0569], [1.0217, 3.2085, -4.0358], [-0.0643, 2.2984, -3.4839], [-1.2283, 2.1921, -4.4501], [-0.5385, 2.8920, -1.7983], [0.9019, 3.4819, -1.4495], [-1.5703, 3.9345, -1.7850], [-0.8104, 1.5843, -0.9999], [0.8730, 0.7068, -3.2726], [-0.3000, -0.3616, -3.2903], [1.7643, 0.5969, -4.4522], [1.5272, 0.7838, -1.8761], [0.6383, 3.9474, -4.6214], [1.6732, 2.6022, -4.5640], [1.5089, 3.6184, -3.2234], [-1.7053, 3.1669, -4.5710], [-1.9717, 1.5150, -4.0335], [-0.9140, 1.8016, -5.4204], [1.2655, 3.1219, -0.5909], [-0.2216, -0.9898, -4.0206], [-2.8434, -0.2811, -0.0981], [-3.4082, -1.6899, 0.6457], [-2.6265, -2.3586, 1.5126], [-3.0206, -3.6008, 2.1567], [-4.5137, -3.5383, 2.4269], [-5.2294, -3.3240, 1.1053], [-4.6366, -2.1809, 0.4171], [-1.6731, -2.0305, 1.5616], [-2.4543, -3.7105, 3.0802], [-2.7898, -4.4589, 1.5166], [-4.7204, -2.6965, 3.0913], [-4.8599, -4.4531, 2.9056], [-6.2882, -3.1212, 1.2616], [-5.1477, -4.2209, 0.4851], [-5.1845, -1.6433, -0.2331], [4.0785, 3.0529, 1.9531], [1.2452, 4.7683, 1.3674], [0.6494, 3.2841, 1.8149], [0.7575, 2.9056, 3.2711], [1.1356, 2.1396, 0.8083], [-1.1963, 3.2983, 1.6494], [-1.7670, 2.1152, 2.4210], [3.8069, 2.9422, 2.9250], [3.6214, 3.9102, 1.6509], [3.5894, 2.3191, 1.4517], [1.1826, 5.1237, 0.3483], [1.2373, 5.5128, 2.1550], [-1.5837, 3.2472, 0.6355], [-1.5288, 4.2141, 2.1284], [-2.7776, 2.0193, 2.3519], [-1.4332, 2.2110, 3.3841], [-1.3572, 1.2408, 2.0623]],
  "relative_energy_kj_mol": 276.3,
  "energy_ev": -118179.1798,
  "orbital_gap_ev": 4.708,
  "e_homo_ev": -5.81
}